Below is a structure of composition C59H53LaN7O2PS2, with properties calculated with ωB97M-V/def2-TZVPD.

Properties
**Energy above the lowest of the compared OMol25 structures with the same formula, charge and spin**: 1.81 kcal/mol
**Net charge**: 0
**Frontier orbital gap**: 5.62 eV
**Spin multiplicity**: 1

Geometry (Å):
La  0.8778  -0.3851  -0.9156
C  -0.9955  3.9563  2.8587
N  -0.0862  3.3625  1.8846
C  0.0201  2.0504  1.5239
N  0.9517  1.9017  0.6024
C  1.5005  3.1406  0.3756
C  0.8474  4.0601  1.1567
C  0.9109  5.5342  1.1806
C  0.5575  6.2350  0.0303
C  0.6190  7.6208  0.0143
C  1.0263  8.3140  1.1475
C  1.3765  7.6189  2.2979
C  1.3217  6.2316  2.3124
C  2.5740  3.4284  -0.6013
C  2.7313  2.6742  -1.7605
C  3.7064  2.9796  -2.6959
C  4.5545  4.0603  -2.4880
C  4.4263  4.8089  -1.3257
C  3.4474  4.4954  -0.3922
P  -1.1054  0.8267  2.2336
C  -0.1063  -0.6728  2.4735
N  0.3748  -1.5083  1.5613
C  0.7968  -2.6298  2.2370
C  0.5808  -2.4586  3.5829
N  0.0025  -1.2162  3.7159
C  -0.4571  -0.6263  4.9737
C  0.7968  -3.3668  4.7297
C  0.2214  -4.6356  4.7263
C  0.4295  -5.5038  5.7874
C  1.2138  -5.1136  6.8667
C  1.7951  -3.8534  6.8753
C  1.5896  -2.9876  5.8089
C  1.3721  -3.8117  1.5688
C  0.8430  -4.2402  0.3578
C  1.4005  -5.3264  -0.3019
C  2.4747  -6.0051  0.2552
C  2.9962  -5.5892  1.4757
C  2.4514  -4.4939  2.1255
C  -2.1707  0.2984  0.8654
N  -1.8570  -0.2999  -0.2680
C  -3.0318  -0.5094  -0.9399
C  -4.0780  -0.0411  -0.1886
N  -3.5222  0.4820  0.9524
C  -4.2559  1.1635  2.0143
C  -5.5164  0.0236  -0.5099
C  -5.9209  0.6755  -1.6718
C  -7.2640  0.7227  -2.0148
C  -8.2143  0.1242  -1.1978
C  -7.8182  -0.5282  -0.0375
C  -6.4731  -0.5830  0.3014
C  -3.1389  -1.1152  -2.2860
C  -2.4313  -0.5838  -3.3638
C  -2.5343  -1.1674  -4.6218
C  -3.3673  -2.2609  -4.8204
C  -4.0942  -2.7775  -3.7525
C  -3.9780  -2.2102  -2.4924
H  -1.9014  3.3641  2.9283
H  -0.5355  4.0126  3.8445
H  -1.2523  4.9595  2.5316
H  0.2498  5.6801  -0.8496
H  0.3501  8.1596  -0.8855
H  1.0754  9.3955  1.1327
H  1.7030  8.1554  3.1799
H  1.6177  5.6851  3.2012
H  2.1009  1.8223  -1.9589
H  3.7892  2.3656  -3.5849
H  5.3144  4.3092  -3.2187
H  5.0949  5.6396  -1.1374
H  3.3811  5.0821  0.5163
H  -0.5675  -1.4157  5.7085
H  0.2581  0.1060  5.3437
H  -1.4152  -0.1401  4.8253
H  -0.3832  -4.9413  3.8808
H  -0.0206  -6.4888  5.7702
H  1.3791  -5.7935  7.6931
H  2.4180  -3.5456  7.7058
H  2.0702  -2.0155  5.8078
H  0.0150  -3.7057  -0.0913
H  0.9968  -5.6347  -1.2584
H  2.9152  -6.8470  -0.2640
H  3.8480  -6.1018  1.9038
H  2.8880  -4.1458  3.0551
H  -5.2499  1.3966  1.6465
H  -4.3423  0.5377  2.9010
H  -3.7588  2.0918  2.2801
H  -5.1723  1.1364  -2.3058
H  -7.5686  1.2285  -2.9222
H  -9.2623  0.1621  -1.4672
H  -8.5545  -1.0049  0.5973
H  -6.1597  -1.1149  1.1932
H  -1.7949  0.2822  -3.2143
H  -1.9506  -0.7575  -5.4378
H  -3.4481  -2.7137  -5.8012
H  -4.7403  -3.6345  -3.8975
H  -4.5271  -2.6325  -1.6576
C  0.7099  1.3329  -5.9361
C  0.4742  1.1662  -4.4436
S  1.1975  -0.2899  -3.7198
C  -0.2320  2.0893  -3.7685
C  -0.7893  3.2915  -4.5118
S  -0.5913  2.0089  -2.0460
H  1.2824  0.4963  -6.3313
H  1.2636  2.2513  -6.1576
H  -0.2317  1.3935  -6.4926
H  0.0055  3.8672  -4.9976
H  -1.3146  3.9529  -3.8256
H  -1.4901  2.9926  -5.2984
O  -0.3340  -2.6953  -2.0976
H  0.4037  -2.8477  -2.7060
H  -1.0245  -2.3226  -2.6680
O  3.5000  0.6814  0.2266
H  4.0914  0.7999  -0.5276
H  3.9408  0.0205  0.7723
N  6.8087  -5.7884  -1.5710
C  5.9838  -4.9900  -1.4892
C  4.9417  -3.9935  -1.3711
C  4.7467  -3.3325  -0.1605
C  3.7170  -2.4112  -0.0487
C  2.8361  -2.0774  -1.0912
C  3.0895  -2.7719  -2.2879
C  4.1001  -3.7119  -2.4434
H  5.3873  -3.5637  0.6826
H  3.5695  -1.9797  0.9450
H  2.4856  -2.5678  -3.1713
H  4.2410  -4.2278  -3.3861

=====

Below is a structure of composition C59H54Cl4MoN8P, with properties calculated with ωB97M-V/def2-TZVPD.

Properties
**Net charge**: +1
**Frontier orbital gap**: 5.92 eV
**Spin multiplicity**: 1

Geometry (Å):
Mo  0.2971  -1.2071  -0.5051
Cl  -8.3144  -4.4577  -2.5919
C  -6.6892  -3.9713  -2.2438
C  -6.4410  -2.6753  -1.8192
C  -5.1381  -2.2915  -1.5425
C  -4.0865  -3.1906  -1.6847
C  -4.3560  -4.4847  -2.1145
C  -5.6552  -4.8813  -2.3946
C  -2.6870  -2.7674  -1.3743
C  -1.9298  -2.2201  -2.4047
C  -2.4024  -2.0462  -3.7466
C  -1.3896  -1.4955  -4.4569
C  -0.2806  -1.3393  -3.5593
C  0.9646  -0.8363  -3.9217
C  1.1723  -0.4336  -5.3427
C  1.3275  0.9087  -5.6766
C  1.5190  1.2967  -6.9931
C  1.5570  0.3297  -7.9849
Cl  1.7974  0.8059  -9.6320
C  1.4082  -1.0131  -7.6757
C  1.2131  -1.3877  -6.3555
C  2.0379  -0.7006  -3.0435
N  2.0171  -0.9493  -1.6915
C  3.2877  -0.6867  -1.2346
C  3.7273  -0.7997  0.0822
C  5.1282  -0.3867  0.3904
C  6.0857  -1.3266  0.7602
C  7.3834  -0.9397  1.0561
C  7.7265  0.4009  0.9804
Cl  9.3443  0.8922  1.3515
C  6.7921  1.3537  0.6064
C  5.4986  0.9529  0.3121
C  2.9503  -1.2929  1.1260
C  3.3994  -1.4337  2.4805
C  2.3766  -1.9717  3.1868
C  1.2865  -2.1586  2.2760
N  1.6480  -1.7258  1.0197
C  0.0535  -2.6948  2.6314
C  -0.9912  -2.9151  1.7410
C  -2.2532  -3.4913  2.1042
C  -3.0157  -3.5156  0.9827
C  -2.2289  -2.9496  -0.0742
N  -0.9918  -2.5920  0.4054
C  -0.1641  -3.0468  4.0657
C  -0.5093  -2.0583  4.9813
C  -0.7176  -2.3702  6.3157
C  -0.5786  -3.6844  6.7331
Cl  -0.8379  -4.0811  8.3989
C  -0.2342  -4.6840  5.8371
C  -0.0279  -4.3591  4.5046
C  4.1230  -0.2858  -2.3281
C  3.3527  -0.2899  -3.4413
N  -0.6345  -1.7707  -2.3031
H  -7.2617  -1.9802  -1.7083
H  -4.9342  -1.2803  -1.2107
H  -3.5433  -5.1916  -2.2283
H  -5.8669  -5.8880  -2.7273
H  -3.3854  -2.3167  -4.0958
H  -1.3888  -1.2221  -5.4988
H  1.2951  1.6594  -4.8959
H  1.6363  2.3394  -7.2537
H  1.4478  -1.7548  -8.4613
H  1.1015  -2.4360  -6.1070
H  5.8137  -2.3738  0.8123
H  8.1277  -1.6709  1.3395
H  7.0790  2.3946  0.5472
H  4.7661  1.6929  0.0114
H  4.3764  -1.1613  2.8439
H  2.3584  -2.2281  4.2336
H  -2.5144  -3.8345  3.0920
H  -4.0224  -3.8845  0.8722
H  -0.6134  -1.0331  4.6432
H  -0.9871  -1.6048  7.0305
H  -0.1283  -5.7034  6.1813
H  0.2417  -5.1348  3.7981
H  5.1729  -0.0562  -2.2535
H  3.6503  -0.0635  -4.4515
N  -0.3402  0.3756  -0.0971
P  -0.5612  1.7626  0.6709
N  -1.0354  2.8486  -0.4534
C  -1.3529  2.4613  -1.8441
C  -2.4605  3.3541  -2.3798
C  -2.0219  4.8270  -2.4241
C  -0.9632  5.1211  -1.3537
C  -1.1994  4.2741  -0.1129
N  0.7968  2.3623  1.3749
C  1.2922  1.6408  2.5781
C  2.7119  2.0917  2.9194
C  2.8631  3.5814  2.6373
C  2.7561  3.8298  1.1257
C  1.8806  2.7658  0.4612
N  -1.5937  1.4910  1.9105
C  -1.8776  2.5608  2.8871
C  -3.3502  2.9418  2.8427
C  -4.2270  1.7475  3.2593
C  -3.5190  0.4163  2.9763
C  -2.6736  0.4954  1.7172
H  -1.6551  1.4170  -1.8623
H  -0.4575  2.5477  -2.4717
H  -3.3362  3.2354  -1.7359
H  -2.7514  3.0066  -3.3717
H  -2.8901  5.4698  -2.2712
H  -1.6218  5.0734  -3.4086
H  -0.9705  6.1767  -1.0813
H  0.0378  4.9018  -1.7357
H  -2.2052  4.4642  0.2797
H  -0.4856  4.5318  0.6710
H  1.2638  0.5582  2.4160
H  0.6242  1.8724  3.4079
H  3.4425  1.5254  2.3341
H  2.9059  1.8616  3.9675
H  3.8099  3.9612  3.0202
H  2.0700  4.1221  3.1608
H  3.7470  3.7959  0.6662
H  2.3531  4.8255  0.9322
H  2.4717  1.8805  0.1928
H  1.4429  3.1425  -0.4624
H  -1.2383  3.4169  2.6705
H  -1.6108  2.2148  3.8908
H  -3.5923  3.2552  1.8231
H  -3.5301  3.8014  3.4890
H  -5.1749  1.7851  2.7201
H  -4.4701  1.8107  4.3208
H  -4.2426  -0.3919  2.8643
H  -2.8719  0.1378  3.8126
H  -3.3092  0.7709  0.8646
H  -2.2210  -0.4688  1.4954